[1]
This record from OMol25 describes a 2-piece molecular cluster, C5H11NS overall at a distorted geometry. The level of theory is ωB97M-V with the def2-TZVPD basis set.

Structure (XYZ):
```
18
Properties=species:S:1:pos:R:3:mulliken_charge:R:1
C -0.95 0.28 0.70 0.918
C -1.77 0.86 1.94 -1.198
C -1.65 -0.87 0.10 -1.080
C 2.62 0.22 -0.69 -1.004
C 1.39 -0.54 -1.06 -0.179
N 0.25 0.59 0.57 -0.631
S 0.57 -0.33 -2.59 -0.154
H -1.57 1.95 1.89 0.327
H -2.78 0.57 1.87 0.376
H -1.29 0.55 2.87 0.276
H -2.22 -0.58 -0.72 0.323
H -2.52 -1.35 0.72 0.292
H -0.93 -1.63 -0.33 0.186
H 2.84 1.06 -1.26 0.426
H 3.41 -0.62 -0.63 0.246
H 2.44 0.48 0.30 0.327
H 0.97 -1.50 -0.70 0.423
H 1.19 0.86 -2.98 0.128
```

electronic energy	-17684.6732	eV
multiplicity	1
Kohn-Sham gap (spin up / spin down)	7.6 / 8.6	eV
HOMO (spin up / spin down)	-7.03 / -7.84	eV
energy relative to the best compared isomer or geometry (same formula, charge and spin)	365.67	kJ/mol



[2]
This record from OMol25 describes an isolated ion of composition C2H4F3N2 and charge +1 at a distorted geometry. The level of theory is ωB97M-V with the def2-TZVPD basis set.

Structure (XYZ):
```
11
Properties=species:S:1:pos:R:3:mulliken_charge:R:1
C -0.27 0.07 0.31 0.377
C 0.91 -0.05 -1.16 0.734
N -1.38 -0.42 0.04 -0.319
N 0.21 0.45 1.45 -0.329
F 0.75 -1.23 -1.76 -0.174
F 2.11 0.12 -0.58 -0.205
F 0.59 0.90 -2.02 -0.166
H -1.69 -0.75 -0.94 0.296
H -2.14 -0.50 0.80 0.288
H 1.20 0.60 1.67 0.264
H -0.29 0.81 2.20 0.233
```

electronic energy	-13263.8693	eV
total charge	+1
multiplicity	1
Kohn-Sham gap	12.7	eV
HOMO	-16.55	eV
energy relative to the best compared isomer or geometry (same formula, charge and spin)	49.91	kJ/mol



[3]
This record from OMol25 describes a 3-piece molecular cluster, C3H10NO2 overall at a distorted geometry. The level of theory is ωB97M-V with the def2-TZVPD basis set.

Structure (XYZ):
```
16
Properties=species:S:1:pos:R:3:mulliken_charge:R:1
C 2.11 1.42 -0.60 0.088
C 2.81 0.80 0.33 -0.676
C -0.09 1.19 0.35 -0.283
N 0.69 1.23 -0.67 0.026
H 2.51 1.95 -1.46 0.345
H 2.39 0.37 1.23 0.258
H 3.89 0.85 0.30 0.259
H -1.04 0.67 0.25 0.291
H 0.25 1.41 1.35 0.350
H 0.19 1.28 -1.56 0.326
H -3.46 -1.82 1.96 0.319
H -3.14 -2.85 0.95 0.321
O -2.70 -2.21 1.52 -0.626
H -0.99 -1.76 -0.80 0.317
H -2.03 -1.51 -1.85 0.309
O -1.39 -1.04 -1.30 -0.625
```

electronic energy	-8849.9922	eV
total charge	+1
multiplicity	1
Kohn-Sham gap	9.2	eV
HOMO	-14.53	eV
energy relative to the best compared isomer or geometry (same formula, charge and spin)	226.60	kJ/mol



[4]
This record from OMol25 describes C30H26N11O5SV as an isolated structure at a distorted geometry. The level of theory is ωB97M-V with the def2-TZVPD basis set.

Structure (XYZ):
```
74
Properties=species:S:1:pos:R:3:lowdin_spin:R:1
V -0.66 0.80 0.42 1.051
C -2.05 -2.39 4.73 0.000
N -1.48 -1.37 3.87 0.004
C -1.40 -1.35 2.53 0.005
N -0.71 -0.20 2.21 0.006
C -0.41 0.32 3.45 0.005
N -0.80 -0.35 4.44 0.000
C -3.10 -3.27 4.13 0.000
C -4.37 -3.35 4.70 0.000
C -5.29 -4.26 4.35 0.000
C -4.99 -5.15 3.32 0.000
C -3.74 -5.16 2.73 0.000
C -2.82 -4.18 3.09 0.000
C -3.29 -6.05 1.63 0.000
N -3.47 -7.28 1.36 0.000
N -2.77 -7.53 0.15 0.000
C -2.15 -6.40 -0.13 0.000
O -2.49 -5.42 0.72 0.000
C -1.29 -6.15 -1.27 0.000
C -1.15 -7.17 -2.18 0.000
C -0.29 -7.03 -3.28 0.000
C 0.35 -5.80 -3.53 0.000
C 0.19 -4.77 -2.59 0.000
C 0.78 -3.41 -2.78 0.000
N 0.04 -2.35 -2.08 0.006
C 0.24 -1.74 -0.93 0.004
N -0.82 -0.94 -0.70 0.009
C -1.63 -1.06 -1.77 0.008
N -1.13 -1.90 -2.63 -0.001
C -0.62 -4.96 -1.45 0.000
H -2.48 -1.88 5.58 0.000
H -1.27 -3.05 4.99 0.000
H -1.72 -2.05 1.80 0.000
H 0.18 1.18 3.60 0.000
H -4.62 -2.70 5.56 0.000
H -6.26 -4.30 4.82 0.000
H -5.72 -5.91 3.16 0.000
H -1.78 -4.22 2.72 0.000
H -1.69 -8.10 -2.06 0.000
H -0.24 -7.85 -3.92 0.000
H 1.01 -5.58 -4.41 0.000
H 0.70 -3.24 -3.85 0.000
H 1.84 -3.28 -2.54 0.000
H 1.09 -1.98 -0.30 0.000
H -2.63 -0.63 -1.83 0.001
H -0.82 -4.22 -0.72 0.000
S -2.53 2.26 0.19 0.004
C -1.65 3.73 -0.18 0.001
N -2.33 4.84 -0.07 0.000
C -1.76 5.94 -0.88 0.000
C -0.33 5.43 -1.14 0.000
N -0.43 3.98 -0.65 0.000
H -3.29 4.87 0.26 0.000
H -1.83 6.86 -0.30 0.000
H -2.37 5.99 -1.80 0.000
H 0.45 5.93 -0.63 0.000
H -0.18 5.43 -2.18 0.000
H 0.17 3.25 -0.97 0.000
O 9.37 6.39 -4.09 0.000
C 8.44 6.50 -3.49 0.000
O 0.74 1.34 0.11 -0.105
C 7.32 6.80 -2.70 0.000
C 6.33 7.66 -3.17 0.000
C 5.30 8.06 -2.37 0.000
C 5.16 7.48 -1.14 0.000
C 6.00 6.46 -0.71 0.000
C 7.10 6.09 -1.49 0.000
N 4.04 7.94 -0.22 0.000
O 3.69 7.10 0.62 0.000
O 3.65 9.05 -0.43 0.000
H 6.49 8.18 -4.14 0.000
H 4.57 8.78 -2.71 0.000
H 5.85 6.09 0.32 0.000
H 7.78 5.30 -1.16 0.000
```

electronic energy	-94655.5351	eV
total charge	+3
multiplicity	2
Kohn-Sham gap	4.9	eV
HOMO	-14.07	eV
⟨S²⟩	0.762
energy relative to the best compared isomer or geometry (same formula, charge and spin)	0.00	kJ/mol



[5]
This record from OMol25 describes C16H17F6N2O4S2Zn as an isolated structure. The level of theory is ωB97M-V with the def2-TZVPD basis set.

Structure (XYZ):
```
48
Properties=species:S:1:pos:R:3:mulliken_charge:R:1
Zn -0.09 -0.21 0.21 0.702
C 2.01 -1.61 -2.05 -1.489
C 2.78 -1.04 -0.90 1.013
C 4.19 -1.01 -0.96 -0.947
C 4.90 -0.57 0.11 -0.851
C 4.22 -0.16 1.28 1.392
C 4.92 0.26 2.44 -0.917
C 4.21 0.63 3.55 -0.487
C 2.81 0.61 3.53 -0.552
C 2.08 0.23 2.43 0.355
S 0.34 0.25 2.46 -0.486
C 2.81 -0.19 1.27 -0.298
N 2.13 -0.61 0.17 0.188
H 2.65 -1.71 -2.92 0.412
H 1.16 -0.99 -2.31 0.154
H 1.63 -2.59 -1.77 0.252
H 4.68 -1.34 -1.87 0.411
H 5.98 -0.53 0.09 0.375
H 6.01 0.28 2.43 0.335
H 4.72 0.95 4.44 0.352
H 2.27 0.92 4.42 0.396
F 2.74 1.75 -2.65 -0.245
C 1.91 2.62 -2.05 0.604
F 2.22 2.65 -0.74 -0.208
F 2.16 3.84 -2.55 -0.253
S 0.16 2.13 -2.31 1.142
O -0.61 3.15 -1.66 -0.676
O 0.04 2.02 -3.74 -0.721
O 0.15 0.83 -1.63 -0.548
F -2.06 -2.35 0.51 -0.286
C -0.98 -2.02 -0.28 0.566
F -1.48 -2.16 -1.57 -0.250
F -0.15 -3.12 -0.15 -0.260
C -4.65 2.93 -0.83 -1.009
N -3.45 2.58 -0.09 0.177
C -2.81 3.56 0.77 -0.816
C -2.80 1.41 -0.26 0.611
C -3.31 0.39 -1.23 -1.045
O -1.75 1.22 0.37 -0.787
H -4.96 3.93 -0.53 0.271
H -5.47 2.25 -0.61 0.343
H -4.48 2.94 -1.90 0.354
H -3.37 4.49 0.73 0.306
H -1.78 3.73 0.44 0.253
H -2.77 3.21 1.81 0.265
H -4.26 0.64 -1.68 0.514
H -3.38 -0.56 -0.72 0.195
H -2.55 0.28 -2.01 0.192
```

electronic energy	-114437.4395	eV
total charge	-1
multiplicity	1
Kohn-Sham gap	7.1	eV
HOMO	-4.39	eV



[6]
This record from OMol25 describes one molecule with the formula C3H4N2O at a distorted geometry. The level of theory is ωB97M-V with the def2-TZVPD basis set.

Structure (XYZ):
```
10
Properties=species:S:1:pos:R:3:mulliken_charge:R:1
C 0.71 -0.17 0.02 0.483
C -0.03 -1.31 -0.01 -0.457
C -0.24 0.97 -0.09 -0.400
H 2.42 0.81 0.48 0.375
H 0.29 -2.29 -0.12 0.473
H -2.43 0.87 -0.43 0.334
H 0.05 2.02 -0.03 0.339
N -1.45 -1.02 0.04 -0.563
N -1.49 0.35 0.16 -0.029
O 2.17 -0.23 -0.02 -0.554
```

electronic energy	-8199.8809	eV
multiplicity	1
Kohn-Sham gap	9.3	eV
HOMO	-8.87	eV
energy relative to the best compared isomer or geometry (same formula, charge and spin)	386.38	kJ/mol